Entry 1:
{
  "formula": "C11H10F6N2O9RuS2",
  "method": "ωB97M-V with the def2-TZVPD basis set",
  "s_squared": 0.75,
  "orbital_gap_ev": [8.7, 8.0],
  "lumo_ev": [-5.06, -5.53],
  "e_homo_ev": [-13.7, -13.5],
  "relative_energy_kcal_mol": 34.08,
  "e_tot_ha": -2702.0392,
  "spin_multiplicity": 2,
  "charge": 1,
  "symbols": ["Ru", "S", "S", "F", "F", "F", "F", "F", "F", "O", "O", "O", "O", "O", "O", "O", "O", "O", "N", "N", "C", "C", "C", "C", "C", "C", "C", "C", "C", "C", "C", "H", "H", "H", "H", "H", "H", "H", "H", "H", "H"],
  "coordinates": [[-0.337147, -0.438513, 0.242590], [0.519350, -3.394992, 0.048958], [-2.113084, -3.239967, 0.000777], [2.928997, -4.252500, -0.153313], [-1.852347, -1.627020, -2.071127], [1.566875, -5.657523, 0.779695], [-3.773053, -2.606720, -1.922685], [-2.043470, -3.723687, -2.586744], [1.504493, -5.349764, -1.364170], [0.672794, -2.463411, -1.066569], [1.978806, -0.660801, 0.395374], [3.891326, 0.473576, 0.129579], [0.800762, -2.821730, 1.349013], [-2.661515, 2.803345, -0.016589], [-1.776904, -1.907922, 0.600665], [-1.919544, 0.681896, 0.055085], [-3.274649, -3.852997, 0.521251], [-0.336380, -0.170823, 2.240417], [-0.856107, -4.163374, -0.015067], [0.517906, 1.403362, -0.046445], [1.836645, 1.625319, -0.074164], [-1.777765, 1.999097, -0.018912], [2.355027, 2.889792, -0.251151], [-1.459685, -0.371630, 4.382449], [0.101423, 3.718201, -0.318420], [-0.334889, 2.415939, -0.144468], [-2.476664, -2.779198, -1.776709], [-1.627071, 0.046584, 2.947540], [2.588024, 0.373673, 0.168579], [1.465349, 3.954895, -0.386190], [1.710100, -4.780859, -0.192988], [1.839551, 4.959287, -0.527305], [-2.404995, -0.220504, 4.903568], [-2.387818, -0.524463, 2.423421], [-0.695602, 0.219789, 4.885534], [0.075899, -0.980620, 2.592361], [-1.215838, -1.433166, 4.460925], [4.302549, -0.391486, 0.299698], [3.426387, 3.029351, -0.273332], [-0.638153, 4.504031, -0.388942], [-1.825083, 1.109332, 2.839509]],
  "forces_ev_per_angstrom": [[-0.2, 0.1, -0.3], [0.1, 0.1, 0.2], [0.0, 0.1, -0.1], [0.0, 0.0, 0.0], [0.0, 0.0, 0.0], [0.0, 0.0, 0.0], [0.0, 0.0, 0.0], [0.0, 0.0, 0.0], [0.0, 0.0, 0.0], [0.0, 0.0, 0.2], [-0.1, 0.3, 0.1], [0.0, 0.0, 0.0], [0.0, -0.2, -0.1], [-0.1, -0.1, 0.1], [0.1, 0.0, 0.1], [0.1, 0.1, 0.3], [0.0, 0.0, 0.0], [0.0, 0.0, 0.0], [0.0, 0.0, 0.0], [0.0, -0.1, 0.0], [0.0, 0.0, 0.0], [0.0, 0.1, -0.3], [0.0, 0.0, 0.0], [0.0, 0.0, 0.0], [0.1, 0.0, 0.0], [0.0, -0.1, 0.0], [0.0, 0.0, 0.0], [0.0, 0.0, 0.0], [0.1, -0.1, 0.0], [-0.1, 0.0, 0.0], [0.0, 0.0, -0.1], [0.0, 0.0, 0.0], [0.0, 0.0, 0.0], [0.0, 0.0, 0.0], [0.0, 0.0, 0.0], [-0.1, -0.1, 0.0], [0.0, 0.0, 0.0], [0.0, 0.0, 0.0], [0.0, 0.0, 0.0], [0.0, 0.0, 0.0], [0.0, 0.0, 0.0]],
  "mulliken_charge": [1.0874, 1.2891, 1.1227, -0.1859, -0.2057, -0.1848, -0.2071, -0.2192, -0.1782, -0.6461, -0.1995, -0.4368, -0.6083, -0.5731, -0.5395, -0.5032, -0.6038, -0.2524, -0.6886, -0.0112, 0.2521, 0.1345, -0.5617, -1.3559, -0.6797, 0.7139, 0.7449, -0.0512, 0.4167, -0.3526, 0.4465, 0.4766, 0.4002, 0.2395, 0.3503, 0.3279, 0.4025, 0.4157, 0.5596, 0.5537, 0.3107]
}


Entry 2:
{
  "formula": "C22H63NO15",
  "method": "ωB97M-V with the def2-TZVPD basis set",
  "orbital_gap_ev": 9.2,
  "lumo_ev": 0.13,
  "e_homo_ev": -9.0,
  "relative_energy_kcal_mol": 0.00,
  "e_tot_ha": -2059.0740,
  "smiles": "COCCNCCOC.OCCO.OCCO.OCCO.OCCO.OCCO.CCO.CCO.CCO",
  "symbols": ["O", "O", "O", "O", "O", "O", "O", "O", "O", "O", "O", "O", "O", "O", "O", "N", "C", "C", "C", "C", "C", "C", "C", "C", "C", "C", "C", "C", "C", "C", "C", "C", "C", "C", "C", "C", "C", "C", "H", "H", "H", "H", "H", "H", "H", "H", "H", "H", "H", "H", "H", "H", "H", "H", "H", "H", "H", "H", "H", "H", "H", "H", "H", "H", "H", "H", "H", "H", "H", "H", "H", "H", "H", "H", "H", "H", "H", "H", "H", "H", "H", "H", "H", "H", "H", "H", "H", "H", "H", "H", "H", "H", "H", "H", "H", "H", "H", "H", "H", "H", "H"],
  "coordinates": [[-2.801069, -0.747158, -2.510446], [0.962931, -4.358158, -1.851446], [-3.688069, -2.433158, 3.305554], [5.274931, -2.680158, 0.706554], [-0.712069, -3.463158, 1.756554], [-0.344069, 1.501842, 1.171554], [3.767931, -4.854158, -1.669446], [0.938931, 5.178842, -0.552446], [3.220931, -0.722158, 0.576554], [-0.265069, 8.356842, 2.787554], [5.508931, 1.638842, -0.873446], [-0.664069, -2.244158, -2.459446], [-4.526069, -2.852158, -3.087446], [0.739931, -1.764158, 0.089554], [-1.456069, -5.857158, 0.350554], [-0.534069, 5.112842, 1.575554], [0.139931, 6.120842, 2.362554], [-0.960069, 2.782842, 1.257554], [-0.968069, -5.220158, -0.808446], [-0.041069, 3.793842, 1.897554], [-1.703069, -2.593158, 2.301554], [3.625931, 0.231842, -0.297446], [-3.914069, -3.851158, -2.325446], [-4.064069, -3.587158, -0.938446], [-0.050069, 0.810842, 2.388554], [-2.835069, -3.331158, 2.796554], [1.146931, 3.228842, -1.929446], [0.445931, -5.293158, -0.887446], [0.016931, -0.899158, -0.759446], [3.751931, -3.902158, -0.661446], [5.119931, -3.772158, -0.220446], [-0.431069, 7.447842, 2.020554], [5.047931, 0.539842, -0.011446], [0.227931, -1.228158, -2.151446], [-3.170069, 0.601842, -2.523446], [0.459931, 4.498842, -1.669446], [0.992931, 8.944842, 2.759554], [-2.440069, 1.371842, -1.589446], [-1.540069, -1.836158, -2.528446], [-1.669069, -6.746158, 0.039554], [0.888931, -5.080158, 0.119554], [5.612931, -4.631158, 0.266554], [-4.198069, 0.640842, -2.249446], [0.158931, -2.425158, 0.461554], [0.506931, -0.089158, 2.123554], [-3.556069, -1.261158, -2.780446], [-1.516069, 7.320842, 1.928554], [1.112931, 9.540842, 1.869554], [-1.564069, 5.139842, 1.693554], [1.766931, 8.141842, 2.775554], [0.656931, 5.118842, -2.511446], [1.024931, 2.612842, -1.012446], [2.959931, 1.055842, -0.108446], [-2.435069, 0.919842, -0.624446], [-0.649069, 4.458842, -1.621446], [-4.521069, -2.785158, 3.710554], [-0.118069, 7.725842, 1.003554], [-1.049069, -4.328158, 1.565554], [1.258931, -1.446158, -2.385446], [0.917931, 3.747842, 1.487554], [0.537931, 0.075842, -0.598446], [1.240931, 5.979842, 2.317554], [5.319931, 2.368842, -0.257446], [2.178931, 3.309842, -2.186446], [-5.473069, -3.048158, -3.204446], [3.105931, -4.087158, 0.220554], [-1.411069, 1.465842, -1.918446], [0.316931, 5.091842, 0.186554], [2.824931, -4.948158, -1.873446], [-1.295069, 3.123842, 0.252554], [3.459931, -2.968158, -1.132446], [-2.542069, -4.131158, 3.521554], [5.289931, 0.724842, 1.011554], [-3.060069, 1.026842, -3.551446], [0.593931, -3.509158, -1.729446], [-5.076069, -3.596158, -0.630446], [-0.922069, 0.377842, 2.897554], [-4.408069, -4.803158, -2.492446], [-1.255069, -1.975158, 3.039554], [5.766931, -3.544158, -1.029446], [-1.038069, -0.739158, -0.478446], [0.423931, 1.389842, 3.158554], [3.518931, -0.217158, -1.271446], [0.714931, -6.262158, -1.254446], [-0.118069, -0.385158, -2.735446], [-1.491069, -5.690158, -1.641446], [-3.578069, -4.368158, -0.392446], [-3.618069, -2.677158, -0.557446], [1.157931, 9.695842, 3.580554], [-3.387069, -3.829158, 1.971554], [-2.838069, -3.897158, -2.525446], [-1.863069, 2.633842, 1.835554], [4.633931, -1.988158, 0.547554], [-0.090069, 5.863842, 3.428554], [-2.714069, 2.435842, -1.510446], [2.274931, -0.884158, 0.560554], [0.551931, 2.637842, -2.689446], [-1.320069, -4.191158, -0.719446], [5.656931, -0.345158, -0.202446], [0.074931, 3.519842, 2.967554], [-2.020069, -1.943158, 1.534554]],
  "forces_ev_per_angstrom": [[0.7, -0.2, 0.3], [0.9, -2.6, -0.1], [-3.2, 2.5, 2.4], [0.6, -0.8, 0.4], [0.8, 1.0, 0.2], [0.2, -0.2, -0.1], [-1.1, -1.3, -0.3], [1.2, 0.3, -0.1], [0.1, -2.2, 2.6], [1.6, 9.6, 8.8], [-0.6, -0.4, 1.8], [0.0, -2.4, -0.9], [-0.9, 0.8, -1.3], [-0.1, -0.3, 0.2], [-0.4, -1.1, 0.5], [-0.8, -0.5, 0.5], [0.1, -1.7, 1.9], [0.2, -0.9, 0.0], [-3.5, 0.9, -0.1], [-1.4, -0.5, 0.7], [1.9, -0.6, -1.1], [-0.6, 0.5, -0.3], [0.5, -0.8, -1.3], [0.4, 0.5, 3.2], [-0.9, -0.7, -0.3], [-1.3, -3.6, -0.2], [-2.0, -2.9, 0.6], [3.2, 1.4, -0.1], [1.7, 2.7, 1.9], [-0.7, 0.3, 0.1], [2.5, 1.3, 2.1], [-2.5, -7.2, -8.1], [1.5, 0.1, -1.7], [-1.6, 0.8, -1.1], [-1.8, -0.2, -2.8], [-0.9, 1.4, -0.2], [1.5, 0.6, 0.9], [2.6, 2.4, 1.3], [0.1, 0.2, 0.0], [0.0, 0.0, 0.8], [-0.2, -0.4, -0.7], [-0.8, 0.0, -0.1], [-1.2, 0.1, -0.1], [-0.3, -0.7, 0.6], [0.5, 0.4, -0.1], [-0.6, -0.7, -0.3], [-0.3, -0.5, -0.2], [0.1, 0.0, -0.8], [1.0, 0.3, 0.1], [-0.2, 0.8, 0.1], [0.0, 0.9, -0.9], [0.5, 0.1, -0.3], [0.0, 1.1, -0.7], [0.0, -0.2, 0.9], [0.3, -0.5, 0.0], [1.4, 0.1, -0.7], [0.2, -0.4, -0.6], [-0.6, -0.9, -0.1], [0.3, -0.4, -0.1], [1.7, -0.5, -0.8], [-0.7, -0.2, 0.0], [-0.6, 0.3, -0.6], [0.3, 0.2, -1.0], [0.6, 0.1, -0.2], [0.7, 0.2, 0.1], [-0.1, -0.2, -0.5], [0.6, -0.3, 0.2], [-0.5, 0.3, 0.0], [0.2, -0.1, -0.5], [0.6, -0.5, 0.4], [-0.3, 0.6, 0.3], [0.1, 0.5, -0.3], [-0.4, 0.6, 0.9], [-0.2, -0.3, 0.5], [-1.0, 1.4, 0.3], [-1.3, 0.1, 0.3], [-0.6, 0.4, -0.3], [0.3, -0.4, -0.6], [0.5, 0.3, 0.9], [0.5, 0.1, -1.3], [0.4, -0.4, -0.2], [0.7, 0.5, 0.0], [0.1, 0.7, -1.1], [0.7, -0.7, 0.1], [0.5, 0.7, -0.4], [0.2, 0.3, -0.5], [0.3, -0.7, 0.6], [0.2, 0.5, -0.3], [-0.5, -1.2, -0.4], [0.8, -0.3, -0.1], [-0.3, 0.0, -0.7], [-0.5, 0.4, 0.4], [-0.7, 0.1, -0.1], [0.2, 0.6, -0.2], [-0.6, -0.5, -0.1], [-0.3, -0.4, -0.2], [0.9, 0.6, 0.3], [0.2, 0.2, -0.3], [0.0, 0.0, -0.5], [-0.3, 0.7, -0.1], [-0.6, 1.0, -1.1]],
  "mulliken_charge": [-0.4296, -0.7106, -0.5483, -0.5749, -0.5659, 0.2885, -0.6234, -0.5924, -0.8024, -0.3209, -0.5582, -0.5347, -0.5909, 0.7482, -0.6950, -0.3529, -0.7571, -0.6307, -0.2891, -0.9512, 0.1605, 0.7303, -0.5045, -0.6126, -0.8280, -0.4584, -0.3963, -0.1613, 2.5465, 0.3823, -0.4643, -0.2836, -1.1113, -1.2965, -0.5295, -0.4782, -0.6497, -0.6310, 0.6246, 0.3819, 0.1171, 0.2917, 0.4688, -0.2360, 0.1605, 0.1348, 0.2610, 0.2958, 0.2436, 0.2889, 0.4738, -0.1646, -0.0070, 0.1056, 0.1842, 0.3356, 0.3100, 0.2699, 0.2964, 0.4092, -0.9375, 0.3428, 0.3282, 0.4839, 0.3298, 0.0351, 0.0053, 0.4416, 0.4214, -0.1331, -0.0035, 0.3547, 0.4922, 0.2340, 0.0883, 0.6064, 0.2669, 0.3924, 0.3592, 0.3011, -0.5771, 0.4500, 0.0100, 0.4559, 0.3176, 0.8297, 0.1339, 0.0755, 0.2492, 0.1128, 0.1307, 0.3528, 0.2994, 0.3026, 0.4717, 0.0301, 0.1719, -0.3106, 0.3903, 0.6186, -0.0929]
}


Number 1: F_max 0.007 hartree/bohr. Number 2: F_max 0.255 hartree/bohr.